(1)
Density functional theory data (ωB97M-V with the def2-TZVPD basis set) for a structure of composition C39H20BrCl3GeN8O2Pt.

Relative energy (zero: lowest compared OMol25 entry of this formula, charge and spin)   1.5669 eV
Total charge   +1
2S+1   2
⟨S²⟩   0.830
Frontier orbital gap (alpha / beta)   5.30 / 6.03 eV

XYZ file:
```
75
Properties=species:S:1:pos:R:3:forces:R:3
Pt -0.8079 -0.4346 0.5415 -0.6741 -0.5687 2.1071
C 1.7247 -5.4079 -2.6337 -0.1525 -0.0164 0.0207
C 2.9244 -4.9865 -2.0694 0.1089 -0.0411 -0.0228
C 2.9545 -4.0122 -1.0771 0.1038 0.0676 0.1483
C 1.7470 -3.4853 -0.6699 0.0308 0.0756 0.0097
C 1.4140 -2.3474 0.1913 0.0226 0.2158 0.3394
N 2.3014 -1.5992 0.8202 0.2353 -0.3317 -0.1460
C 2.0430 -0.4517 1.4089 -0.1809 -0.1703 -0.0613
C 3.0231 0.3438 2.1577 -0.1389 0.0029 0.0128
C 4.3091 0.0814 2.5794 0.0913 -0.1652 -0.1207
C 4.9644 1.0751 3.2998 0.0908 -0.0333 -0.0001
C 4.3378 2.2793 3.6046 -0.0517 0.1109 -0.0300
C 3.0331 2.5338 3.1897 -0.0519 0.1466 0.0219
C 2.3967 1.5501 2.4624 -0.1481 -0.0654 -0.0104
C 1.0369 1.4632 1.9205 -0.2418 0.0322 0.0946
N 0.1486 2.4269 2.0008 -0.1330 0.3347 0.0120
C -1.0949 2.3608 1.5536 0.1757 -0.2070 0.0902
N -1.6941 1.2869 0.9556 -0.0978 0.2284 0.0254
C -3.0303 1.5384 0.8027 -0.0530 -0.4388 0.0025
N -3.9693 0.6538 0.5010 -0.1363 0.2413 0.0805
C -3.7637 -0.6182 0.2312 0.2296 0.4415 -0.0058
N -2.5546 -1.2178 0.0473 -0.3012 -0.2954 -0.0966
C -2.7479 -2.5103 -0.3277 0.3355 0.0928 -0.0604
N -1.8083 -3.3372 -0.7401 0.1703 -0.1956 -0.1098
C -0.5135 -3.1304 -0.5894 -0.3887 -0.0894 0.1962
N 0.0604 -2.1902 0.2127 0.2863 0.1370 -0.6871
C 0.5445 -3.9445 -1.1983 -0.2194 0.1556 -0.0087
C 0.5043 -4.8978 -2.1926 -0.0119 -0.0545 -0.1169
C -4.1839 -2.8108 -0.2888 0.1171 0.1026 0.0102
C -4.8910 -3.9809 -0.4605 0.0748 -0.1897 -0.0277
C -6.2665 -3.9381 -0.2452 0.0364 -0.0313 -0.0868
C -6.9017 -2.7523 0.1060 -0.0731 0.0222 -0.0333
C -6.1843 -1.5690 0.2559 -0.0217 0.2543 0.0205
C -4.8204 -1.6205 0.0571 0.0200 -0.0018 0.0863
C -3.2875 2.9249 1.1951 -0.0098 -0.1263 -0.0552
C -4.4256 3.7027 1.1313 -0.1130 -0.0536 -0.0532
C -4.3345 5.0059 1.6083 -0.0235 0.0219 -0.0195
C -3.1467 5.4947 2.1501 0.0221 0.0241 -0.0288
C -1.9992 4.7105 2.1963 0.0973 0.0722 0.0340
C -2.0871 3.4277 1.6943 0.0868 -0.1272 -0.0322
N 0.8706 0.2358 1.3505 0.3532 0.2990 -0.3465
H 1.7353 -6.1350 -3.4358 0.0313 -0.0006 0.0534
H 3.8550 -5.4079 -2.4285 -0.0348 0.0079 0.0142
H 3.8838 -3.6610 -0.6465 -0.0083 -0.0056 -0.0767
H 4.7793 -0.8682 2.3591 0.0426 0.0457 -0.0149
H 5.9825 0.9130 3.6308 -0.0519 -0.0322 0.0189
H 4.8745 3.0280 4.1743 -0.0325 -0.0389 -0.0244
H 2.5215 3.4588 3.4271 0.0781 -0.0310 0.0066
H -0.4346 -5.1931 -2.6445 0.0483 -0.0647 0.0749
H -4.3890 -4.9013 -0.7316 -0.0290 0.0343 0.0153
H -6.8505 -4.8428 -0.3551 0.0131 0.0308 0.0048
H -7.9730 -2.7530 0.2638 0.0478 0.0152 0.0047
H -6.6654 -0.6378 0.5323 -0.0044 -0.0936 -0.0194
H -5.3412 3.3126 0.7030 0.0315 0.0297 0.0797
H -5.1976 5.6570 1.5490 0.0185 -0.0361 0.0540
H -3.1129 6.5075 2.5297 -0.0128 -0.0149 -0.0240
H -1.0695 5.0908 2.5997 -0.0318 -0.0167 -0.0114
Br 2.6979 -1.2381 -3.6176 -0.0810 0.1593 0.1654
C 3.5489 0.1982 -2.7219 -0.3495 0.1701 0.2889
C 4.9048 0.3526 -2.9716 -0.1056 -0.0183 0.0224
C 5.6119 1.3965 -2.3945 0.0511 -0.0402 -0.0593
C 4.9703 2.3133 -1.5808 0.0331 0.1956 0.1563
C 3.6178 2.1768 -1.3325 -0.1682 -0.1846 -0.1153
C 2.8844 1.1183 -1.8813 -0.2619 0.3497 0.5626
C 1.4291 1.0481 -1.4962 2.6875 -0.8853 -0.5251
O 0.7937 2.1554 -1.1256 0.7989 1.3789 1.3848
O 0.7761 0.0461 -1.5672 0.0991 -1.3119 -0.6919
H 5.4003 -0.3492 -3.6299 -0.0232 0.0370 0.0357
H 6.6709 1.4949 -2.5975 -0.0333 0.0036 -0.0057
H 5.5181 3.1410 -1.1472 -0.0194 -0.0625 -0.0139
H 3.0906 2.8877 -0.7077 0.0838 0.0261 -0.0121
Cl -1.9083 0.2290 -2.4924 0.0478 0.7062 -0.0355
Ge -0.6466 1.9663 -2.0896 -2.8372 -0.4480 -2.4013
Cl -2.1436 3.4828 -1.9506 0.6078 -0.0348 0.4417
Cl 0.3593 2.1596 -3.9559 -0.1018 0.2533 -0.5062
```
Forces are in eV/Å.

---

(2)
Density functional theory data (ωB97M-V with the def2-TZVPD basis set) for a cluster of 10 separate species, C16H56N4O10 in total.

Relative energy (zero: lowest compared OMol25 entry of this formula, charge and spin)   2.7548 eV
Frontier orbital gap   9.37 eV

XYZ file:
```
86
Properties=species:S:1:pos:R:3:forces:R:3
C -2.1921 -6.6686 0.4540 0.3339 0.0492 -1.0422
O -1.0848 -5.9052 -0.0150 -1.1040 0.2092 -0.4492
C 0.1058 -6.3047 0.5890 0.9883 0.8213 -0.4425
C 1.3130 -5.4439 -0.0628 -0.5903 -2.0619 1.7675
C 2.6694 -6.0066 0.4144 -0.5559 0.4884 -0.9298
N 1.2833 -4.0789 0.3667 -0.5317 0.7647 -0.1375
H -2.4424 -6.5139 1.5035 0.2857 0.0365 0.1934
H -1.9468 -7.7080 0.2357 -0.2737 -0.3387 0.3817
H -3.0624 -6.4106 -0.1496 0.0642 0.1484 0.0303
H -0.0688 -6.1427 1.6527 0.8601 0.4600 0.5390
H 0.2437 -7.3845 0.5341 0.2261 -0.3269 -0.6052
H 1.2331 -5.4843 -1.1491 -0.1763 -0.1474 0.0136
H 3.4187 -5.4662 -0.1641 0.2291 0.0100 0.2615
H 2.8086 -7.0676 0.2075 -0.1475 -0.0253 0.3123
H 2.7625 -5.7360 1.4662 0.2782 -0.3860 0.0621
H 0.3677 -3.7025 0.1665 -0.1724 0.3249 -0.2484
H 1.3295 -4.0517 1.3753 0.2523 0.0512 0.2915
C 3.1225 8.0443 0.6809 0.1684 -0.9289 -0.3504
O 3.3791 6.6409 0.5543 -1.3147 0.8299 -0.3187
C 4.6410 6.1731 0.8549 0.0602 -0.4638 0.2998
C 4.6589 4.6459 0.6830 -0.1309 -1.3583 1.1842
C 3.8513 3.7747 1.6948 -0.2021 0.9208 0.1270
N 6.0405 4.1833 0.6815 0.1241 -0.0526 -0.6520
H 3.7684 8.6239 0.0215 0.1880 0.0639 -0.0464
H 3.2396 8.3945 1.7065 -0.0129 -0.0361 0.1328
H 2.0944 8.1679 0.3405 0.0506 0.1494 0.2018
H 5.4246 6.5980 0.2276 0.0118 0.1079 -0.6989
H 4.9545 6.5099 1.8430 -0.0814 -0.3519 0.6593
H 4.1665 4.3355 -0.2386 0.4215 0.6003 -0.5576
H 4.1809 3.9118 2.7247 -0.0738 0.2849 0.1241
H 3.8642 2.6958 1.5398 0.5509 0.1042 -0.5884
H 2.7980 4.0359 1.5928 -0.0542 0.2516 0.3499
H 6.5367 4.7760 0.0315 0.4257 -0.1319 -0.1771
H 6.4998 4.3103 1.5720 -0.1772 0.0150 0.2963
C 0.8667 -3.6735 5.9093 0.2150 0.3619 0.0906
O 0.6610 -2.6257 4.9742 -0.1483 -0.6525 -0.4102
C -0.1575 -1.5589 5.4030 -1.0761 0.2668 -0.0421
C -1.5761 -2.0063 5.8795 -0.4473 -0.2849 1.3987
C -2.4767 -2.5208 4.7601 0.0132 0.2950 0.6135
N -2.3017 -0.9576 6.6895 1.5064 0.4606 -0.8151
H 1.6969 -4.2959 5.5756 -0.1968 0.0312 -0.4016
H -0.0260 -4.2804 6.0604 0.0210 -0.1207 -0.0754
H 1.1957 -3.2934 6.8765 -0.1489 0.2755 0.2823
H 0.4240 -0.9962 6.1334 -0.3847 0.1831 0.5296
H -0.3357 -0.8990 4.5540 0.3865 -0.0322 -0.2060
H -1.3885 -2.7848 6.6190 0.0152 -0.6226 -0.3178
H -2.8750 -1.6508 4.2378 0.2693 -0.0875 -0.4956
H -3.3568 -3.0093 5.1783 0.0290 -0.1498 0.1713
H -1.9730 -3.2473 4.1224 0.0421 0.2926 -0.1849
H -1.7108 -0.8353 7.4994 -0.0390 0.4377 0.2394
H -3.2089 -1.1955 7.0645 -0.0839 -0.6359 -0.4348
C -1.4992 0.3365 -9.8041 0.2208 0.3350 0.6080
O -0.4913 0.8740 -8.9591 0.3054 0.2588 -0.2346
C 0.3142 -0.0506 -8.2525 -1.6244 0.4844 1.7157
C -0.2127 -0.1527 -6.7681 0.2686 0.3449 -0.4624
C -0.1001 1.1105 -5.9313 -0.4951 0.5504 -0.2787
N 0.4656 -1.2159 -6.0544 -0.3012 -0.1304 0.1937
H -2.2668 1.1084 -9.8593 0.0621 -0.0291 -0.3383
H -1.9798 -0.5413 -9.3722 0.0874 -0.2395 0.0743
H -1.0874 0.0987 -10.7849 -0.1112 -0.0358 -0.1323
H 0.2362 -1.0362 -8.7115 0.4247 -0.1237 -0.0648
H 1.3311 0.3229 -8.1324 0.1862 -0.0681 -0.6677
H -1.2985 -0.2482 -6.7607 -0.1106 -0.9492 -0.3649
H -0.4928 0.8779 -4.9414 0.2821 -0.0311 0.1165
H -0.7985 1.8413 -6.3389 0.1905 0.2364 -0.1274
H 0.8768 1.5872 -5.8507 0.1930 -0.2372 -0.0467
H 0.4121 -2.0990 -6.5414 0.1368 -0.0932 -0.0920
H 1.4331 -0.9380 -5.9721 0.2635 -0.2845 0.1333
O -3.8886 2.6732 4.3830 -0.1521 0.2021 0.0890
H -3.7488 1.9740 5.0216 0.0734 -0.2079 0.2001
H -3.3805 2.4044 3.6176 0.1272 -0.0437 -0.2996
O -2.0151 1.7270 0.6131 -0.1038 -0.0807 0.2725
H -2.0502 1.1617 -0.1585 0.0073 -0.2354 -0.1897
H -1.6368 2.5461 0.2935 0.0821 0.3180 -0.0648
O -5.1492 6.1388 1.1343 -0.0534 0.0695 0.1949
H -4.4374 6.6318 0.7262 0.1966 0.1025 -0.0477
H -5.6057 5.7254 0.4015 -0.1476 -0.1787 -0.1427
O -0.7548 5.5828 -0.8500 -0.1429 -0.2277 -0.0201
H -1.1452 6.4402 -1.0195 -0.1287 0.1823 -0.0607
H 0.1429 5.7769 -0.5804 0.3184 -0.0055 0.1022
O -6.4329 0.5047 0.0458 -0.1608 0.1602 0.0469
H -5.5024 0.2971 0.1317 0.2925 0.0204 0.0706
H -6.8002 -0.2353 -0.4377 -0.1170 -0.1660 -0.1221
O -2.1155 -2.0645 -1.7584 -0.1458 0.2319 0.1288
H -2.2199 -2.9790 -1.4958 -0.0190 -0.2736 0.1246
H -1.5180 -2.0960 -2.5055 0.2022 0.0440 -0.2397
```
Forces are in eV/Å.

---

(3)
Density functional theory data (ωB97M-V with the def2-TZVPD basis set) for a cluster of 8 separate species, C18H55BO7 in total.

Relative energy (zero: lowest compared OMol25 entry of this formula, charge and spin)   5.5392 eV
Frontier orbital gap   7.86 eV

XYZ file:
```
81
Properties=species:S:1:pos:R:3:forces:R:3
O 0.0691 0.7897 0.1663 0.8115 0.9227 0.3843
H 0.3520 1.2618 -0.6202 0.2469 0.5918 -0.8758
H -0.8476 0.5352 0.0381 -2.2892 -0.9874 -0.2209
H 0.6572 0.0393 0.2788 0.4934 -1.1594 0.2199
B -3.2830 -0.7526 -0.5501 0.3251 -0.2487 0.2029
H -2.4342 -1.2035 -1.0405 3.7148 -2.0591 -1.8657
H -3.5415 -1.2260 0.3844 -0.8306 -2.0310 3.6112
H -3.0682 0.2831 -0.3368 1.0813 4.8100 0.9182
H -4.1185 -0.8059 -1.2308 -3.2379 0.0059 -2.7065
C 2.3337 4.0357 4.4368 0.7302 1.6955 0.5690
C 3.0002 2.6927 4.2303 -2.0650 0.1153 1.0842
C 2.4761 1.6455 5.2370 0.6016 -0.3547 -0.0435
O 2.4859 2.3762 2.9604 0.3049 -1.3926 -1.3381
H 2.6668 4.6222 5.2930 -0.1267 -0.2552 0.3873
H 1.2456 4.0413 4.3728 0.0128 -0.6491 0.4138
H 2.5949 4.6889 3.6042 0.3443 0.1190 -0.2664
H 4.0891 2.7331 4.2049 0.0777 0.0633 0.2312
H 1.3914 1.5938 5.3317 -0.0583 0.3585 -0.3851
H 2.8502 1.7804 6.2518 0.1832 0.4285 -0.0511
H 2.8077 0.6418 4.9710 0.0587 -0.0247 -0.2770
H 2.7136 3.1416 2.4275 -0.1180 -0.1271 -0.3869
C 2.2794 -4.8846 3.3384 -0.2721 -1.1209 -0.2837
C 0.7876 -5.0176 2.9168 0.4288 2.3112 1.7592
C 0.0512 -3.7695 3.5197 -0.4663 -0.1037 -0.0169
O 0.6462 -4.9750 1.5182 0.4642 0.0454 -0.5305
H 2.7370 -3.9420 3.0379 -0.1334 -0.1226 -0.4268
H 2.8177 -5.7576 2.9694 0.2941 0.2412 -0.5735
H 2.4869 -4.9712 4.4049 -0.7664 0.1606 0.2606
H 0.3473 -5.9479 3.2755 0.0811 -0.0174 0.3342
H 0.1145 -3.6338 4.5994 0.1130 -0.5753 0.1180
H -1.0101 -3.7330 3.2738 -0.2399 -0.4418 0.0051
H 0.3873 -2.8030 3.1442 0.6691 -0.2109 -0.4605
H -0.2640 -4.7119 1.3634 -0.1443 -0.0314 -0.2961
C 4.1102 -0.9542 -1.5048 0.5136 0.1931 -0.2149
C 3.3314 -2.2347 -1.4030 0.6426 -1.1051 -0.0452
C 4.1758 -3.4929 -1.1538 0.3958 0.1892 -0.0366
O 2.4396 -2.0630 -0.3166 -0.6728 0.6659 0.2604
H 4.8019 -0.9581 -2.3472 -0.0971 -0.1464 -0.1588
H 4.7281 -0.7806 -0.6238 -0.2060 0.0174 0.2000
H 3.4247 -0.1209 -1.6586 0.0169 0.0869 0.0950
H 2.8274 -2.4071 -2.3540 -0.5692 0.1543 -0.0195
H 4.8861 -3.3206 -0.3451 -0.0342 -0.0275 0.1355
H 4.7493 -3.8127 -2.0239 0.0346 0.3037 -0.1817
H 3.5683 -4.3625 -0.9035 -0.2656 0.1299 0.1466
H 2.0352 -2.8969 -0.0662 -0.0536 -0.2893 -0.0305
C -5.3759 0.0321 -5.2277 -1.0641 -0.0009 -0.5990
C -3.9721 -0.4701 -5.5180 0.2655 1.1163 0.8483
C -3.5164 -0.1579 -6.9531 -0.0057 -0.3202 0.1587
O -3.1169 0.2019 -4.5542 0.4861 -0.2329 -1.0105
H -6.1089 -0.4520 -5.8730 -0.0040 0.1440 -0.4665
H -5.4094 1.1118 -5.3734 0.0952 0.0384 -0.4144
H -5.8546 -0.0746 -4.2542 0.9100 -0.5455 0.4979
H -3.8458 -1.5476 -5.4126 -0.2709 -0.1446 0.2381
H -2.5039 -0.5280 -7.1143 0.0659 -0.0252 0.1118
H -3.5378 0.8760 -7.2977 -0.1576 0.1963 0.5326
H -4.1614 -0.7130 -7.6342 -0.0648 -0.0859 -0.0269
H -3.3247 -0.1346 -3.6794 -0.1436 -0.1304 0.3270
C -3.4364 2.8364 4.1499 0.1038 0.3764 -0.4338
C -2.6878 1.6105 4.5958 0.0936 0.3459 0.0081
C -2.5233 1.5518 6.0961 -0.5289 -0.1515 0.1128
O -3.3821 0.4789 4.1713 -0.4309 -1.1781 0.1930
H -4.4259 2.9023 4.6023 0.1878 0.1097 0.4463
H -3.6581 2.7842 3.0839 0.3015 0.0502 -0.2171
H -2.8098 3.7085 4.3372 -0.3445 0.3121 0.0569
H -1.6938 1.5845 4.1492 0.3475 0.2426 -0.1717
H -1.8735 2.3458 6.4641 0.2213 -0.1839 -0.0534
H -2.1886 0.5537 6.3789 0.2927 0.1579 0.1283
H -3.4922 1.7072 6.5706 -0.1319 -0.0539 0.0298
H -3.4397 0.4861 3.2131 -0.0997 -0.0801 -0.1792
C 2.0896 1.3820 -5.7214 0.1340 0.5496 -0.1969
C 1.5339 2.3663 -4.6979 -0.1946 0.5554 -0.2766
C 0.6782 3.4826 -5.2876 -0.1429 0.2417 -0.0326
O 0.7516 1.6920 -3.7103 0.4196 -0.1229 0.4528
H 2.3730 0.4503 -5.2319 -0.1824 -0.0477 -0.1692
H 2.9718 1.7768 -6.2254 0.1704 0.1462 0.1761
H 1.3778 1.2557 -6.5373 -0.2359 -0.5113 0.1766
H 2.3489 2.8771 -4.1852 0.0912 -0.3831 0.3947
H 0.1329 3.9653 -4.4766 -0.0719 -0.0917 0.0523
H -0.0489 3.0991 -6.0033 -0.0614 -0.0503 -0.0466
H 1.2385 4.2884 -5.7617 0.2616 -0.2296 -0.2066
H -0.0081 1.3074 -4.1537 -0.3055 -0.1412 -0.0848
```
Forces are in eV/Å.

---

(4)
Density functional theory data (ωB97M-V with the def2-TZVPD basis set) for an isolated molecule of C3H5N3S.

Relative energy (zero: lowest compared OMol25 entry of this formula, charge and spin)   1.6102 eV
Frontier orbital gap   9.94 eV

XYZ file:
```
12
Properties=species:S:1:pos:R:3:forces:R:3
H 0.9057 -3.4123 -0.3212 -0.0116 -0.9678 -0.0406
N 0.7871 -2.4329 -0.2065 -0.0831 0.9229 0.5559
C 0.5099 -2.1280 0.9894 -0.5260 -1.2323 0.9998
N 0.2825 -0.8225 1.3908 0.0980 -0.3193 -2.3780
S 0.6755 0.3823 0.2943 -0.6496 1.0803 -0.4022
C -1.0570 0.9299 -0.0891 -0.3883 -0.1801 -0.9388
C -1.0962 1.8838 -1.2471 0.7254 -0.1041 0.1747
N -0.9773 2.5703 -2.1715 -0.3379 -0.6558 1.0044
H 0.3277 -2.8475 1.8526 0.4153 0.6682 -1.0249
H 0.3601 -0.5660 2.3193 0.1293 0.1456 2.0862
H -1.5180 1.3377 0.8077 0.0863 0.3411 -0.1176
H -1.6712 0.0526 -0.3757 0.5422 0.3011 0.0810
```
Forces are in eV/Å.